Run one
Computed, not measured: an isolated ion of composition C5H13N2O and charge -2, with wB97M-V/def2-TZVPD.

Last column: Löwdin charge in e.
Atoms and positions in Å:
C 0.46 -0.39 -1.14  -0.27
N 0.93 0.83 -1.77  -0.10
C -0.08 1.93 -2.19  -0.59
O -0.19 2.95 -1.37  -0.33
C -0.16 -0.36 0.28  -0.42
C 0.35 0.84 1.12  -0.10
N 0.02 -1.67 0.88  -0.11
C -0.93 -2.04 1.93  -0.62
H 1.35 -1.04 -1.07  0.08
H -0.17 -0.93 -1.85  0.09
H 1.59 1.30 -1.16  0.06
H 0.32 2.12 -3.22  0.05
H -1.03 1.34 -2.36  0.07
H -1.20 -0.05 0.13  0.13
H 1.24 0.47 1.65  0.05
H 0.62 1.69 0.50  0.04
H -0.38 1.15 1.81  0.03
H 0.96 -1.67 1.29  0.06
H -0.78 -3.09 2.19  -0.06
H -0.99 -1.40 2.82  -0.03
H -1.92 -1.95 1.54  -0.01

* LUMO (spin up / spin down): 6.89 / 6.77 eV
* <S²>: 0.75
* spin multiplicity: 2
* charge: -2

=====

Run two
Computed, not measured: an isolated ion of composition C5H13N2O and charge -2, with wB97M-V/def2-TZVPD.

Last column: Löwdin charge in e.
Atoms and positions in Å:
N -1.88 0.21 0.41  0.00
C -0.45 0.21 0.08  -0.42
C 0.17 -1.18 -0.14  -0.17
C -0.56 -1.94 -1.42  -0.51
O -1.90 -2.11 -1.25  -0.41
C 0.35 0.99 1.15  -0.26
N 1.22 2.05 0.63  -0.15
C 2.64 1.65 0.46  -0.64
H -2.31 -0.22 -0.41  0.03
H -2.10 -0.40 1.18  0.05
H -0.45 0.86 -0.81  0.13
H -0.10 -1.87 0.67  0.09
H 1.23 -0.96 -0.24  0.07
H 0.05 -2.85 -1.51  0.06
H -0.46 -1.18 -2.22  0.06
H -0.26 1.40 1.98  0.08
H 0.95 0.33 1.78  0.09
H 0.91 2.49 -0.21  0.05
H 3.13 1.55 1.44  -0.05
H 3.17 2.39 -0.16  -0.09
H 2.67 0.76 -0.20  0.01

* LUMO (spin up / spin down): 7.01 / 6.91 eV
* <S²>: 0.75
* spin multiplicity: 2
* charge: -2

=====

Most stable = run one

=====

Run one
Computed, not measured: a 2-piece molecular cluster, C4H14N3S overall, with wB97M-V/def2-TZVPD.

Last column: Löwdin charge in e.
Atoms and positions in Å:
C 0.03 -0.97 -1.70  -0.49
C -0.35 -1.30 -4.40  -0.42
S 0.75 -1.83 -3.08  0.76
H -1.06 -1.01 -1.73  0.05
H 0.40 -1.39 -0.78  -0.03
H 0.36 0.08 -1.70  0.04
H -1.27 -1.87 -4.25  0.03
H 0.05 -1.67 -5.34  0.04
H -0.64 -0.25 -4.41  0.04
C -0.86 1.97 3.06  -0.02
C 0.54 0.38 1.75  -0.43
N 0.39 1.48 2.48  0.04
N -0.48 -0.43 1.52  0.23
N 1.75 0.09 1.24  0.22
H 1.22 2.05 2.58  0.16
H -1.37 -0.24 1.94  0.11
H -0.33 -1.33 1.09  0.12
H 2.51 0.70 1.46  0.13
H 1.88 -0.77 0.75  0.12
H -1.66 1.79 2.34  0.09
H -0.78 3.05 3.18  0.10
H -1.08 1.48 4.00  0.10

* LUMO: -3.08 eV
* charge: +1

=====

Run two
Computed, not measured: a 2-piece molecular cluster, C4H14N3S overall, with wB97M-V/def2-TZVPD.

Last column: Löwdin charge in e.
Atoms and positions in Å:
C -0.86 -1.26 -1.79  -0.38
C -1.51 0.12 -1.89  -0.53
S -0.26 1.30 -2.51  0.75
N -1.72 -2.20 -1.10  0.00
H -0.58 -1.58 -2.79  0.11
H 0.06 -1.16 -1.20  0.08
H -2.35 0.05 -2.58  0.08
H -1.84 0.47 -0.91  0.06
H -1.10 2.33 -2.69  -0.11
H -2.54 -2.42 -1.64  0.07
H -1.22 -3.06 -0.92  0.07
C 1.80 0.53 2.41  -0.18
C 0.85 0.46 1.47  -0.10
N 0.47 1.69 0.76  0.16
N 2.16 -0.50 3.24  0.09
H 2.31 1.47 2.62  0.13
H 0.25 -0.42 1.28  0.12
H -0.49 1.98 0.96  0.16
H 1.05 2.47 1.04  0.16
H 0.50 1.58 -0.29  0.05
H 1.93 -1.43 2.93  0.11
H 3.10 -0.43 3.59  0.11

* LUMO: -3.07 eV
* charge: +1

=====

Most stable = run one